Entry 1:
Entry from the OMol25 dataset: a structure of composition C27H25AsO6Pd (ωB97M-V/def2-TZVPD).

Positions of all 60 atoms, in Å:
O  -2.1821  -2.0067  0.5400
O  -6.6325  -3.4579  -0.3301
H  0.9315  5.0213  -1.4281
H  -0.4680  0.9560  -4.3341
C  2.4002  -1.9334  0.4420
H  0.9373  -1.9787  -1.6905
H  1.4513  -2.4387  0.5843
H  3.4881  -3.7723  0.3220
C  -5.4321  -1.4088  -0.8859
C  4.7664  -2.0667  0.0549
C  0.9159  3.0759  -0.5240
H  5.6632  -2.6575  -0.0753
C  4.8287  -0.6839  -0.0147
C  0.4344  -0.9706  3.1351
C  -0.2671  -1.5203  -3.4230
H  -0.8325  -0.1435  6.1629
C  1.2873  4.4128  -0.6073
C  -2.2977  1.5508  -3.3558
H  2.5423  2.2467  2.3306
C  -4.0342  -1.0081  -0.5757
C  -4.2815  -3.2505  0.2893
H  2.3924  6.0067  0.3008
C  3.6823  0.0805  0.1548
H  3.7491  1.1595  0.0925
H  3.1992  4.6131  2.1793
H  -0.1956  2.3357  2.7441
H  0.0441  -2.0916  4.9166
C  -3.3484  -2.0826  0.1399
C  0.1392  -2.4214  -2.2840
H  -1.8689  -0.0404  -4.7525
H  -0.9524  2.0671  5.0563
H  5.7740  -0.1920  -0.2031
C  -5.6218  -2.8142  -0.3128
H  -3.2772  1.1534  -3.1017
H  0.6120  -1.1297  -3.9517
H  -1.8717  1.9824  -2.4437
C  2.1906  2.8503  1.5017
C  0.0028  -1.1189  4.4449
H  -0.7078  -2.6252  -1.6244
C  2.1067  4.9649  0.3630
C  0.3876  0.2739  2.5158
O  -1.0263  -0.4303  -2.9146
C  2.4635  -0.5407  0.3985
As  0.8172  0.4409  0.6229
C  1.3631  2.2910  0.5284
C  -0.4914  -0.0273  5.1426
O  -3.4941  0.0756  -0.8705
H  -2.4220  2.3606  -4.0761
H  -0.8764  -2.0633  -4.1560
C  -0.5577  1.2117  4.5240
O  -6.2545  -0.7637  -1.4886
C  3.5486  -2.6928  0.2809
Pd  -1.3277  0.0421  -0.4643
H  0.8006  -1.8418  2.6083
H  0.2705  2.6503  -1.2860
O  -4.0232  -4.3217  0.7718
C  2.5603  4.1824  1.4197
H  0.5008  -3.3734  -2.6764
C  -0.1240  1.3628  3.2145
C  -1.3825  0.5000  -3.9316

Summary:
**Largest force on an atom**: 0.58 eV Å⁻¹
**Total charge**: 0
**2S+1**: 3
**DFT total energy**: -3858.88240 Eh
**Kohn-Sham gap (alpha / beta)**: 7.99 / 6.71 eV
**LUMO energy (alpha / beta)**: -0.09 / -2.04 eV
**Highest occupied orbital energy (alpha / beta)**: -8.1 / -8.7 eV

Entry 2:
Entry from the OMol25 dataset: a cluster of 2 separate species, C27H25BF6N3O8S in total (ωB97M-V/def2-TZVPD).

Positions of all 71 atoms, in Å:
C  -1.0096  0.1285  0.0083
C  0.7615  -1.0714  3.9658
N  -0.8515  5.7482  -1.1967
C  1.6139  2.4429  -6.5161
H  2.3697  -3.1500  2.8148
C  0.4503  -0.1429  0.1398
H  0.2535  -2.0256  4.2092
H  2.7409  0.6301  4.8561
F  2.0607  1.5405  -7.4059
H  -1.9399  -1.8799  2.3120
C  -0.1904  -2.5821  1.2405
C  0.6196  4.2303  -2.0792
H  -1.6834  3.0552  -4.9482
C  0.2163  2.8112  -3.9543
C  1.0564  3.1895  -2.8951
C  -1.4613  -2.7088  1.7906
F  -3.5702  -6.0410  0.2018
C  -3.0544  1.0944  0.9049
F  2.6547  3.1711  -6.0526
O  -3.4353  4.4913  -4.5157
H  1.3397  -3.5931  0.0924
C  -1.0469  3.3962  -4.1352
H  3.7703  -2.0608  2.5292
N  1.2107  4.7446  -0.9276
C  -2.3932  -6.2529  0.8758
H  2.4340  -1.5352  6.1140
C  2.7015  -2.0732  5.1956
C  1.3169  1.0773  0.2847
C  -2.1736  -3.9066  1.6827
S  0.7750  1.5195  -5.0837
C  -0.3339  -4.8728  0.4548
O  2.2557  4.5156  -0.3399
H  -3.1623  -4.0011  2.1270
C  2.3031  -1.2771  3.9633
F  -2.7271  -6.7637  2.1049
C  3.0150  0.0639  3.9584
H  -1.1157  1.2233  1.8562
O  1.8173  0.7830  -4.4107
O  -0.3909  0.8818  -5.6428
H  -1.2054  -0.8831  -1.8812
O  2.0952  -1.5653  1.5080
H  2.1925  -3.0450  5.2058
H  3.7842  -2.2532  5.2100
O  0.2777  5.6802  -0.4124
F  -1.7211  -7.2329  0.2061
H  -3.5580  1.6358  1.7069
N  -2.8280  4.9445  -3.5136
H  2.3763  0.8047  0.3419
H  0.1184  -5.7222  -0.0477
C  -1.6011  -4.9744  1.0058
H  2.0466  2.7656  -2.7383
C  -0.6331  4.8536  -2.2047
C  -3.1061  -0.0906  -1.2042
B  0.6991  -1.2138  1.4856
H  -3.6541  -0.4742  -2.0661
H  0.7891  -0.7566  -0.7025
C  -1.7352  -0.3271  -1.1034
F  0.7284  3.2686  -7.1182
C  -1.6825  0.8594  0.9985
H  1.1804  1.7159  -0.5972
H  1.0526  1.6681  1.1715
C  -1.5038  4.4110  -3.2738
H  2.7356  0.6395  3.0664
O  0.2893  -0.5915  2.7048
C  0.3578  -3.6598  0.5592
H  -4.8434  0.8137  -0.2790
H  4.0993  -0.0963  3.9589
C  2.6819  -2.0934  2.6927
H  0.4739  -0.3106  4.7071
C  -3.7719  0.6258  -0.2017
O  -3.3313  5.8036  -2.7644

Summary:
**Largest force on an atom**: 2.90 eV Å⁻¹
**Total charge**: -1
**DFT total energy**: -2832.18656 Eh
**Kohn-Sham gap**: 3.91 eV
**LUMO energy**: -0.74 eV
**Highest occupied orbital energy**: -4.7 eV